Entry 1:
{"formula": "C23H48NO4S2", "method": "ωB97M-V/def2-TZVPD", "elements": ["C", "C", "C", "C", "C", "C", "C", "C", "C", "C", "C", "C", "C", "S", "O", "O", "N", "S", "O", "O", "C", "C", "C", "C", "C", "C", "C", "C", "C", "C", "H", "H", "H", "H", "H", "H", "H", "H", "H", "H", "H", "H", "H", "H", "H", "H", "H", "H", "H", "H", "H", "H", "H", "H", "H", "H", "H", "H", "H", "H", "H", "H", "H", "H", "H", "H", "H", "H", "H", "H", "H", "H", "H", "H", "H", "H", "H", "H"], "positions_angstrom": [[-3.426, 2.188, 1.465], [-3.672, 0.680, 1.389], [-4.172, 0.113, 2.719], [-4.048, -1.408, 2.814], [-4.163, -1.990, 4.243], [-2.950, -2.820, 4.696], [-1.776, -2.088, 5.380], [-1.568, -0.634, 4.970], [-0.424, 0.093, 5.701], [0.788, -0.755, 6.085], [1.633, -1.290, 4.916], [1.740, -0.363, 3.706], [2.509, -1.015, 2.550], [3.917, -0.048, 1.924], [4.086, 1.087, 2.807], [5.016, -0.982, 1.846], [3.439, 0.523, 0.520], [3.405, -0.407, -0.768], [2.863, -1.732, -0.516], [4.628, -0.352, -1.542], [2.167, 0.462, -1.733], [2.737, 1.632, -2.537], [2.963, 1.306, -4.015], [3.000, 2.543, -4.912], [1.659, 3.256, -5.133], [0.738, 2.600, -6.165], [-0.033, 1.354, -5.674], [0.298, 0.052, -6.408], [-0.874, -0.924, -6.461], [-0.480, -2.275, -7.068], [-3.476, 2.650, 0.477], [-4.178, 2.678, 2.088], [-2.438, 2.404, 1.874], [-2.732, 0.182, 1.138], [-4.389, 0.458, 0.596], [-5.225, 0.395, 2.833], [-3.617, 0.590, 3.529], [-4.827, -1.851, 2.188], [-3.085, -1.707, 2.390], [-4.386, -1.192, 4.957], [-5.030, -2.655, 4.275], [-3.315, -3.576, 5.398], [-2.575, -3.379, 3.835], [-0.863, -2.636, 5.135], [-1.877, -2.147, 6.468], [-2.489, -0.084, 5.169], [-1.418, -0.575, 3.887], [-0.090, 0.927, 5.081], [-0.833, 0.539, 6.614], [0.475, -1.592, 6.715], [1.434, -0.134, 6.714], [1.279, -2.274, 4.592], [2.652, -1.450, 5.284], [0.743, -0.087, 3.355], [2.248, 0.559, 3.995], [1.862, -1.176, 1.693], [2.939, -1.972, 2.846], [1.763, -0.313, -2.390], [1.389, 0.781, -1.045], [3.681, 1.950, -2.092], [2.049, 2.478, -2.453], [3.911, 0.770, -4.103], [2.197, 0.605, -4.355], [3.394, 2.260, -5.894], [3.712, 3.255, -4.481], [1.121, 3.362, -4.187], [1.882, 4.270, -5.480], [1.317, 2.356, -7.062], [0.000, 3.348, -6.470], [0.169, 1.221, -4.608], [-1.108, 1.537, -5.760], [1.134, -0.452, -5.912], [0.628, 0.267, -7.430], [-1.259, -1.064, -5.448], [-1.666, -0.475, -7.067], [-0.169, -2.984, -6.299], [0.363, -2.150, -7.753], [-1.295, -2.720, -7.639]], "forces_ev_per_angstrom": [[-0.11, 0.01, -0.21], [0.09, 0.07, 0.23], [-0.09, -0.03, -0.22], [0.08, 0.12, 0.22], [-0.11, -0.09, -0.14], [-0.09, 0.00, 0.21], [0.10, 0.03, -0.18], [0.00, 0.04, -0.07], [-0.20, -0.14, 0.08], [0.23, 0.10, -0.13], [0.09, 0.02, -0.01], [-0.01, -0.04, -0.04], [-0.02, 0.15, 0.18], [-0.11, 0.03, 0.10], [-0.02, 0.00, 0.05], [0.07, -0.03, -0.08], [0.12, -0.01, -0.05], [-0.03, 0.14, -0.01], [-0.08, -0.03, 0.04], [-0.04, -0.09, -0.05], [0.15, -0.06, -0.16], [-0.20, 0.12, -0.02], [0.19, -0.09, 0.08], [-0.10, -0.08, 0.00], [0.21, -0.03, -0.12], [-0.18, 0.04, 0.16], [0.13, 0.04, -0.04], [0.01, -0.13, 0.15], [0.15, -0.02, -0.16], [0.07, 0.09, -0.02], [0.07, 0.00, 0.01], [0.02, 0.00, 0.02], [-0.06, 0.02, 0.12], [-0.05, -0.02, -0.16], [0.03, -0.09, -0.02], [0.04, 0.07, 0.19], [0.00, -0.03, 0.04], [0.12, -0.06, -0.12], [-0.04, -0.01, -0.03], [0.08, 0.00, 0.04], [-0.03, 0.04, 0.01], [0.08, -0.05, -0.03], [-0.03, 0.06, -0.05], [-0.01, -0.07, 0.13], [-0.10, 0.07, -0.01], [-0.01, 0.06, -0.03], [0.06, -0.10, 0.00], [-0.03, 0.05, 0.08], [0.04, -0.05, 0.04], [0.01, 0.03, 0.03], [-0.03, 0.04, -0.01], [-0.12, 0.06, -0.02], [-0.03, -0.14, -0.01], [0.04, 0.02, -0.01], [-0.04, 0.04, 0.00], [0.09, -0.18, -0.08], [0.01, 0.02, -0.04], [-0.03, 0.04, 0.01], [0.00, -0.09, 0.09], [-0.03, 0.05, 0.02], [-0.01, -0.01, 0.01], [-0.02, -0.03, 0.01], [-0.03, 0.06, -0.04], [0.06, 0.06, 0.01], [0.02, -0.02, -0.01], [0.00, 0.04, 0.00], [-0.06, 0.02, 0.03], [0.00, 0.00, 0.02], [0.05, 0.01, -0.08], [-0.16, -0.03, 0.03], [0.02, 0.00, -0.03], [0.09, 0.07, -0.09], [-0.04, 0.00, 0.00], [-0.14, 0.01, -0.06], [-0.07, 0.03, 0.14], [0.03, -0.02, -0.02], [-0.04, -0.02, -0.02], [-0.03, -0.07, 0.10]], "molar_mass_g_mol": 466.8, "total_energy_ha": -2057.2982, "gap_ev": 8.194, "e_lumo_ha": 0.0943, "charge": -1}



Entry 2:
{"formula": "C23H49AsBF6MoO2Se4Si4Te2", "method": "ωB97M-V/def2-TZVPD", "elements": ["Mo", "Se", "Te", "Te", "Se", "C", "Se", "C", "C", "Se", "C", "H", "H", "H", "H", "H", "H", "H", "H", "H", "H", "C", "C", "C", "C", "C", "C", "C", "C", "O", "B", "O", "C", "C", "H", "H", "H", "H", "H", "H", "H", "H", "H", "H", "H", "H", "C", "Si", "C", "C", "Si", "Si", "C", "C", "C", "Si", "C", "C", "C", "H", "H", "H", "H", "H", "H", "H", "H", "H", "H", "H", "H", "H", "H", "H", "H", "H", "H", "H", "H", "H", "H", "H", "H", "H", "H", "H", "F", "As", "F", "F", "F", "F", "F"], "positions_angstrom": [[-0.037, -0.677, -1.216], [-1.854, -2.060, -0.556], [-1.746, -4.410, -1.453], [0.930, -4.519, -1.308], [1.320, -2.306, -2.433], [-1.065, -0.502, 5.747], [-0.239, -0.996, 4.053], [-1.775, -0.541, 2.929], [-1.731, 0.863, 2.357], [-0.869, 1.242, 0.612], [0.727, 2.136, 1.301], [-1.942, -1.118, 5.930], [-1.329, 0.553, 5.762], [-0.327, -0.694, 6.524], [-2.646, -0.607, 3.584], [-1.891, -1.309, 2.169], [-1.204, 1.534, 3.035], [-2.738, 1.251, 2.204], [0.433, 3.151, 1.555], [1.486, 2.132, 0.523], [1.093, 1.595, 2.171], [3.387, -4.173, 5.590], [4.418, -3.141, 5.127], [5.680, -3.885, 4.667], [4.764, -2.247, 6.326], [3.897, -2.290, 3.967], [4.634, -1.178, 3.545], [4.250, -0.378, 2.474], [3.084, -0.728, 1.833], [2.464, -0.130, 0.758], [1.337, -0.891, 0.514], [1.222, -1.924, 1.439], [2.342, -1.817, 2.239], [2.720, -2.621, 3.291], [3.779, -4.716, 6.451], [3.170, -4.906, 4.812], [2.451, -3.697, 5.888], [6.093, -4.474, 5.489], [6.446, -3.186, 4.329], [5.450, -4.559, 3.840], [5.039, -2.865, 7.183], [3.912, -1.626, 6.609], [5.607, -1.588, 6.114], [5.550, -0.925, 4.063], [4.837, 0.471, 2.152], [2.104, -3.463, 3.572], [-5.109, 1.735, -2.937], [-4.024, 0.477, -2.034], [-4.448, 0.610, -0.198], [-4.598, -1.224, -2.627], [-1.732, 0.905, -2.458], [-1.579, 3.270, -2.254], [0.082, 3.973, -1.736], [-2.854, 3.938, -1.027], [-2.003, 3.983, -3.945], [-1.497, 0.187, -4.718], [-3.103, 0.590, -5.623], [-1.265, -1.680, -4.870], [-0.119, 1.072, -5.645], [-6.082, 1.776, -2.440], [-5.278, 1.434, -3.971], [-4.697, 2.744, -2.947], [-5.524, 0.469, -0.066], [-4.189, 1.592, 0.203], [-3.943, -0.159, 0.392], [-5.654, -1.155, -2.906], [-4.515, -1.981, -1.846], [-4.049, -1.578, -3.501], [0.559, 3.438, -0.914], [-0.074, 5.008, -1.417], [0.785, 3.976, -2.566], [-2.808, 3.437, -0.059], [-3.877, 3.872, -1.400], [-2.633, 4.996, -0.860], [-1.215, 3.771, -4.670], [-2.109, 5.068, -3.869], [-2.941, 3.584, -4.335], [-3.948, -0.014, -5.289], [-2.936, 0.374, -6.683], [-3.375, 1.642, -5.540], [-1.765, -2.247, -4.082], [-0.211, -1.955, -4.858], [-1.685, -1.992, -5.831], [-0.540, 1.898, -6.224], [0.348, 0.378, -6.347], [0.664, 1.466, -5.002], [1.378, 0.832, -1.850], [3.054, 1.238, -2.702], [3.270, 2.332, -1.397], [2.174, 2.444, -3.558], [4.520, 1.625, -3.471], [2.558, 0.096, -3.900], [3.750, -0.026, -1.785]], "forces_ev_per_angstrom": [[-0.04, -0.28, 0.00], [0.07, 0.27, 0.28], [0.04, -0.14, -0.12], [-0.07, -0.03, -0.02], [0.19, 0.34, 0.15], [0.04, 0.07, -0.04], [-0.10, -0.06, -0.04], [0.03, 0.02, 0.09], [-0.03, 0.01, -0.12], [0.10, 0.16, 0.08], [0.06, -0.13, 0.04], [0.00, 0.00, -0.02], [-0.01, 0.00, 0.01], [0.00, 0.01, 0.00], [-0.01, -0.06, -0.02], [0.10, -0.01, -0.05], [-0.04, 0.07, -0.04], [-0.04, -0.04, -0.02], [-0.01, 0.00, 0.01], [-0.04, 0.00, 0.02], [-0.02, 0.02, -0.02], [0.00, 0.02, -0.01], [0.00, 0.00, 0.01], [0.00, 0.02, 0.03], [0.00, -0.01, -0.01], [0.02, -0.03, -0.02], [-0.01, 0.01, -0.02], [0.01, 0.04, 0.00], [-0.05, -0.08, 0.00], [0.04, 0.04, 0.00], [-0.11, -0.01, -0.07], [-0.02, -0.12, 0.05], [0.13, 0.01, -0.05], [-0.03, -0.02, -0.01], [0.00, -0.01, 0.00], [-0.01, 0.01, 0.00], [0.00, -0.01, 0.01], [0.00, -0.01, -0.01], [0.01, -0.01, 0.01], [0.00, 0.00, 0.00], [0.01, 0.00, 0.00], [-0.01, -0.01, 0.01], [-0.02, 0.02, -0.01], [0.01, -0.01, -0.01], [0.00, -0.01, 0.00], [0.00, 0.01, 0.00], [0.06, -0.01, 0.02], [-0.05, 0.00, 0.07], [0.03, 0.02, -0.02], [0.01, 0.04, -0.01], [-0.08, 0.10, -0.05], [0.04, 0.06, 0.02], [-0.01, -0.05, 0.02], [-0.02, 0.02, -0.04], [-0.02, -0.02, 0.06], [0.17, -0.08, -0.11], [0.02, 0.00, 0.04], [-0.07, 0.06, -0.03], [-0.10, -0.03, 0.03], [0.00, 0.00, -0.01], [0.01, 0.00, -0.03], [-0.02, -0.03, -0.01], [0.00, 0.00, 0.00], [-0.01, -0.02, -0.01], [0.01, 0.02, 0.01], [0.00, 0.00, 0.01], [0.01, -0.01, 0.01], [0.00, 0.00, 0.01], [-0.04, 0.06, -0.10], [0.00, 0.00, 0.00], [0.02, -0.04, -0.02], [0.02, 0.02, -0.02], [0.02, -0.02, 0.05], [-0.01, 0.00, -0.02], [0.02, -0.02, -0.01], [0.01, 0.00, 0.00], [-0.01, 0.01, -0.01], [0.00, -0.01, 0.01], [-0.01, -0.01, 0.01], [0.00, 0.02, 0.00], [0.00, 0.00, -0.02], [-0.01, 0.02, 0.00], [0.01, -0.01, 0.00], [0.02, 0.03, 0.02], [-0.01, 0.01, -0.01], [0.01, -0.01, 0.02], [-0.05, -0.12, -0.02], [-0.21, -0.10, -0.09], [0.01, 0.04, 0.08], [-0.03, 0.07, 0.01], [0.06, 0.03, -0.03], [0.04, -0.01, 0.09], [-0.05, -0.07, 0.04]], "molar_mass_g_mol": 1336.7, "total_energy_ha": -15284.3287, "s_squared": 0.89, "gap_ev": [5.851, 5.824], "e_lumo_ha": [-0.0808, -0.0786], "charge": 0, "multiplicity": 2}



Entry 3:
{"formula": "C23H49AsBF6MoO2Se4Si4Te2", "method": "ωB97M-V/def2-TZVPD", "elements": ["Mo", "Se", "Te", "Te", "Se", "C", "Se", "C", "C", "Se", "C", "H", "H", "H", "H", "H", "H", "H", "H", "H", "H", "C", "C", "C", "C", "C", "C", "C", "C", "O", "B", "O", "C", "C", "H", "H", "H", "H", "H", "H", "H", "H", "H", "H", "H", "H", "C", "Si", "C", "C", "Si", "Si", "C", "C", "C", "Si", "C", "C", "C", "H", "H", "H", "H", "H", "H", "H", "H", "H", "H", "H", "H", "H", "H", "H", "H", "H", "H", "H", "H", "H", "H", "H", "H", "H", "H", "H", "F", "As", "F", "F", "F", "F", "F"], "positions_angstrom": [[-0.232, 0.242, -0.257], [1.502, -0.788, 1.520], [1.961, 0.898, 3.403], [-0.232, 2.373, 2.996], [0.163, 2.663, 0.538], [-2.738, 0.639, -3.382], [-1.669, 1.635, -2.080], [-3.186, 2.202, -0.986], [-3.860, 1.061, -0.261], [-2.721, 0.361, 1.160], [-3.766, -1.251, 1.471], [-3.782, 0.740, -3.096], [-2.458, -0.406, -3.400], [-2.568, 1.099, -4.349], [-3.878, 2.689, -1.674], [-2.788, 2.951, -0.303], [-4.095, 0.231, -0.926], [-4.778, 1.408, 0.214], [-4.712, -0.948, 1.914], [-3.219, -1.880, 2.167], [-3.911, -1.780, 0.535], [-4.386, -2.998, 6.749], [-4.323, -4.108, 5.699], [-5.683, -4.177, 4.990], [-4.053, -5.436, 6.419], [-3.225, -3.858, 4.664], [-3.041, -4.784, 3.628], [-2.078, -4.637, 2.637], [-1.287, -3.515, 2.720], [-0.278, -3.091, 1.874], [0.122, -1.890, 2.404], [-0.572, -1.541, 3.541], [-1.455, -2.593, 3.731], [-2.407, -2.728, 4.716], [-5.181, -3.220, 7.462], [-4.607, -2.028, 6.299], [-3.452, -2.917, 7.308], [-6.477, -4.352, 5.719], [-5.716, -4.984, 4.258], [-5.895, -3.241, 4.470], [-4.832, -5.625, 7.160], [-3.091, -5.409, 6.933], [-4.040, -6.276, 5.725], [-3.680, -5.656, 3.585], [-1.966, -5.349, 1.832], [-2.505, -1.972, 5.481], [3.257, 1.195, -4.925], [1.745, 1.335, -3.808], [1.339, 3.170, -3.611], [0.393, 0.437, -4.782], [2.007, 0.355, -1.688], [2.771, -1.829, -2.202], [2.717, -2.997, -0.728], [1.769, -2.587, -3.596], [4.553, -1.799, -2.820], [3.913, 1.446, -0.772], [5.198, 1.712, -2.125], [4.791, 0.422, 0.553], [3.632, 3.166, -0.065], [3.012, 1.631, -5.898], [3.518, 0.148, -5.092], [4.139, 1.707, -4.540], [0.728, 3.537, -4.440], [2.262, 3.755, -3.593], [0.802, 3.378, -2.683], [-0.265, 1.147, -5.292], [-0.211, -0.237, -4.177], [0.861, -0.184, -5.550], [1.715, -3.079, -0.300], [3.410, -2.694, 0.060], [3.008, -3.998, -1.060], [0.704, -2.646, -3.372], [2.128, -3.605, -3.775], [1.892, -2.025, -4.525], [5.260, -1.441, -2.071], [4.659, -1.173, -3.709], [4.847, -2.816, -3.096], [5.438, 0.809, -2.686], [6.117, 2.070, -1.652], [4.874, 2.481, -2.830], [4.954, -0.609, 0.237], [4.260, 0.400, 1.504], [5.770, 0.872, 0.744], [3.097, 3.808, -0.768], [4.609, 3.617, 0.131], [3.068, 3.154, 0.866], [-0.836, -1.688, -1.073], [-1.986, -2.987, -1.724], [-1.562, -2.422, -3.299], [-3.218, -1.757, -1.659], [-3.076, -4.148, -2.335], [-2.339, -3.376, -0.086], [-0.649, -4.053, -1.719]], "forces_ev_per_angstrom": [[0.08, 0.43, -0.46], [-0.14, -0.05, 0.23], [0.03, -0.02, -0.09], [-0.03, 0.03, 0.00], [-0.09, -0.17, -0.01], [0.08, -0.04, -0.02], [0.04, -0.07, 0.07], [0.00, 0.03, 0.02], [-0.02, -0.02, -0.01], [0.03, -0.03, 0.06], [-0.03, 0.01, -0.06], [0.01, -0.03, 0.00], [0.02, 0.03, -0.01], [0.01, 0.02, -0.02], [0.01, 0.00, -0.01], [0.01, 0.01, 0.00], [0.00, 0.03, 0.02], [0.00, 0.01, 0.01], [0.00, 0.01, 0.00], [-0.04, 0.02, -0.02], [-0.01, 0.05, 0.06], [0.00, 0.00, 0.00], [0.00, 0.01, 0.00], [0.00, 0.00, 0.00], [0.00, 0.00, 0.00], [0.00, 0.01, 0.00], [0.00, -0.01, -0.01], [0.01, -0.01, 0.01], [0.02, -0.03, 0.02], [0.05, -0.01, 0.02], [-0.02, 0.05, -0.02], [0.06, -0.03, 0.02], [0.01, 0.00, 0.02], [0.00, 0.00, 0.01], [0.00, 0.00, 0.00], [0.00, 0.00, 0.00], [0.00, 0.00, 0.00], [0.00, 0.00, 0.00], [0.00, 0.00, 0.00], [0.00, 0.00, 0.00], [0.00, 0.00, 0.00], [0.00, 0.00, 0.00], [0.00, 0.00, 0.00], [0.00, 0.00, 0.00], [0.00, 0.00, 0.00], [0.00, 0.00, 0.00], [0.06, 0.04, 0.00], [0.01, -0.01, -0.01], [0.01, 0.00, 0.02], [-0.07, 0.04, 0.01], [-0.12, -0.01, 0.16], [-0.02, 0.05, -0.08], [0.04, -0.06, -0.03], [-0.01, -0.01, 0.03], [0.00, -0.01, 0.01], [-0.01, -0.02, 0.02], [0.02, 0.02, -0.02], [-0.01, 0.00, -0.02], [0.02, -0.02, 0.01], [-0.02, 0.00, 0.00], [-0.02, 0.02, -0.01], [-0.08, -0.06, -0.08], [0.02, 0.01, -0.02], [0.01, 0.00, 0.02], [0.00, 0.00, -0.04], [-0.02, -0.01, 0.00], [-0.07, -0.01, 0.05], [0.00, 0.03, -0.01], [-0.04, -0.03, -0.02], [-0.03, 0.00, 0.00], [0.00, 0.00, -0.01], [0.08, 0.01, -0.04], [-0.01, -0.01, 0.00], [0.01, 0.00, 0.02], [0.02, 0.01, 0.04], [0.00, -0.02, 0.04], [-0.01, -0.01, 0.01], [-0.01, 0.05, -0.01], [0.00, 0.00, 0.01], [0.03, -0.02, 0.08], [0.01, -0.05, -0.04], [-0.03, 0.02, -0.01], [0.00, 0.00, -0.01], [-0.01, 0.00, 0.00], [-0.01, 0.00, -0.01], [-0.01, -0.01, 0.03], [0.18, -0.09, 0.05], [0.00, 0.05, -0.05], [-0.04, 0.00, 0.02], [-0.01, -0.06, 0.04], [0.01, 0.00, 0.02], [0.01, -0.06, -0.03], [0.00, 0.00, 0.03]], "molar_mass_g_mol": 1336.7, "total_energy_ha": -15284.4088, "s_squared": 3.81, "gap_ev": [6.798, 6.240], "e_lumo_ha": [-0.0374, -0.0530], "charge": 0, "multiplicity": 4}